Record 1
{"formula": "C5H3N", "method": "wB97M-V/def2-TZVPD", "e_tot_ev": -6715.205, "multiplicity": 1, "lumo_energy_ev": -1.07, "smiles": "C1#C[C@H]2N=C2C1", "e_homo_ev": -8.464, "relative_energy_kj_mol": 532.5, "symbols": ["H", "C", "C", "H", "N", "C", "C", "C", "H"], "xyz": [[-1.11284, -1.54598, -0.51222], [-0.57254, 0.54454, 0.14269], [-0.62609, -0.58180, -0.84524], [-1.21208, -0.25558, -1.80874], [-0.15285, 1.69785, 0.39737], [0.73280, 0.67775, 1.04490], [1.31809, -0.36868, 0.28526], [0.84020, -0.90063, -0.82135], [0.78531, 0.73252, 2.11733]], "forces_ev_per_a": [[-0.05, 1.28, -0.03], [1.88, 1.49, 2.54], [-1.98, -2.00, -1.20], [1.61, -0.58, 1.65], [-0.80, 0.37, -2.16], [-0.38, -1.46, 0.69], [-2.03, -0.53, -2.40], [1.95, 1.69, 0.73], [-0.20, -0.25, 0.17]], "lowdin_charge": [0.13, -0.16, -0.16, 0.15, 0.17, -0.20, 0.04, -0.07, 0.10]}



Record 2
{"formula": "C5H3N", "method": "wB97M-V/def2-TZVPD", "e_tot_ev": -6713.354, "multiplicity": 3, "lumo_energy_ev": [0.45, -3.40], "s2": 2.02, "e_homo_ev": [-8.314, -9.694], "relative_energy_kj_mol": 321.5, "symbols": ["H", "H", "C", "N", "H", "C", "C", "C", "C"], "xyz": [[-0.41784, -1.55135, 1.01903], [0.66451, 1.76535, -1.23291], [0.69898, -0.13316, -0.32117], [1.15315, -1.27601, -0.40162], [-0.93707, -1.35402, -0.81065], [-0.22307, 1.58932, 0.81661], [0.59214, 1.28046, -0.21987], [-0.33312, -1.14500, 0.01836], [-1.19768, 0.82440, 1.13221]], "forces_ev_per_a": [[-0.65, 0.10, -0.26], [0.27, 0.29, 1.50], [-0.15, 0.87, 1.15], [0.62, 0.01, -0.67], [-1.51, -0.56, -0.43], [0.06, 0.44, -0.24], [2.81, 0.48, -4.11], [1.32, -0.88, 0.99], [-2.76, -0.76, 2.07]], "mulliken_spin": [-0.01, 0.04, -0.03, 0.18, 0.01, 0.64, 0.60, 0.15, 0.43]}



Record 3
{"formula": "C5H3N3", "method": "wB97M-V/def2-TZVPD", "e_tot_ev": -9698.819, "multiplicity": 1, "lumo_energy_ev": -2.03, "e_homo_ev": -8.999, "relative_energy_kj_mol": 386.1, "symbols": ["C", "C", "N", "N", "H", "C", "H", "N", "C", "C", "H"], "xyz": [[-0.40349, 0.38617, -0.58814], [0.52912, -0.23693, 0.59641], [0.36665, 0.95467, -1.52445], [-1.62365, 0.03059, -0.14673], [-2.44315, -0.81174, 1.65337], [-1.64186, -0.62697, 0.96022], [-0.36896, -1.03492, 2.67101], [1.69243, -0.28187, 0.04918], [1.53094, 0.63819, -1.17535], [-0.43671, -0.86542, 1.64512], [2.29604, 1.15260, -1.60000]], "forces_ev_per_a": [[-3.79, -3.28, 7.59], [-0.16, 0.15, -1.59], [-1.24, 0.39, -1.40], [0.94, 3.56, -8.31], [-1.37, 0.10, -0.97], [3.50, -2.20, 7.29], [0.54, -0.60, 1.20], [-0.23, 0.69, -0.10], [-0.77, -1.54, 2.58], [-0.22, 2.05, -5.15], [2.82, 0.67, -1.15]], "lowdin_charge": [-0.21, -0.17, 0.14, 0.10, 0.10, -0.21, 0.06, 0.14, -0.08, 0.04, 0.08]}



Record 4
{"formula": "C5H3N3O2", "method": "wB97M-V/def2-TZVPD", "e_tot_ev": -13793.792, "multiplicity": 1, "lumo_energy_ev": -2.66, "smiles": "CC(=C(C#N)C#N)[N+](=O)[O-]", "e_homo_ev": -10.893, "relative_energy_kj_mol": 453.3, "symbols": ["H", "O", "N", "C", "N", "H", "O", "C", "H", "C", "N", "C", "C"], "xyz": [[-0.04378, 2.06215, -0.30784], [2.12655, -0.37737, 1.49593], [-1.64174, -2.89423, -0.31816], [-1.80304, 0.41792, -1.04930], [1.27323, -0.88220, 0.80092], [1.67398, 1.61236, -0.38055], [1.12090, -2.06679, 0.60429], [-0.89452, -0.45365, -0.42980], [0.91087, 1.80536, 1.17919], [0.73532, 1.46285, 0.15602], [-2.57680, 1.09518, -1.55526], [-1.25729, -1.81499, -0.36027], [0.37634, 0.03341, 0.16483]], "forces_ev_per_a": [[-0.01, -0.06, 0.00], [0.34, 0.12, 0.25], [-0.15, -0.27, -0.04], [-0.23, 0.46, -0.14], [0.18, -0.61, 0.18], [0.03, -0.01, -0.02], [0.10, -0.18, 0.01], [5.53, 1.01, 2.72], [-0.05, 0.00, -0.09], [0.25, 0.14, 0.19], [-0.19, 0.29, -0.17], [-0.30, -0.47, -0.04], [-5.50, -0.42, -2.85]], "lowdin_charge": [0.09, 0.11, 0.22, -0.19, -0.36, 0.11, 0.11, -0.11, 0.11, -0.01, 0.21, -0.20, -0.08]}



Record 5
{"formula": "C5H3NO", "method": "wB97M-V/def2-TZVPD", "e_tot_ev": -8763.786, "multiplicity": 1, "lumo_energy_ev": 0.68, "e_homo_ev": -8.547, "relative_energy_kj_mol": 600.2, "symbols": ["C", "C", "N", "C", "C", "H", "C", "O", "H", "H"], "xyz": [[1.10897, -0.40100, 0.23300], [-1.05377, -1.26246, -0.22336], [-1.57520, -0.32978, -0.93336], [-0.03812, -0.90193, 0.76559], [1.50692, 0.77968, -0.11584], [2.31545, 1.45922, -0.30694], [0.03849, 0.79891, 0.32623], [-0.96459, 0.90535, -0.62848], [-0.14988, 1.34196, 1.25013], [-1.44931, -2.26440, -0.34870]], "forces_ev_per_a": [[0.01, 0.11, -0.05], [-0.16, 0.22, -0.21], [0.17, -0.51, 0.22], [0.13, -0.11, -0.07], [-0.01, -0.17, 0.08], [-0.13, -0.13, -0.01], [-0.16, 0.43, 0.05], [0.15, 0.19, 0.02], [-0.02, -0.16, -0.07], [0.01, 0.14, 0.03]], "lowdin_charge": [-0.04, -0.16, 0.08, -0.01, 0.10, 0.11, -0.28, -0.08, 0.16, 0.12]}



Record 6
{"formula": "C5H3NO", "method": "wB97M-V/def2-TZVPD", "e_tot_ev": -8765.087, "multiplicity": 1, "lumo_energy_ev": -0.84, "e_homo_ev": -10.168, "relative_energy_kj_mol": 474.7, "symbols": ["C", "C", "H", "C", "C", "N", "O", "H", "H", "C"], "xyz": [[0.09290, -0.49653, -1.21628], [-0.81217, -0.76452, 1.14471], [-1.52640, 0.06499, 1.14669], [0.76245, 0.97875, 0.23939], [0.09124, -0.26879, 0.11572], [1.16911, 1.42100, -0.91604], [0.75413, 0.48627, -1.83812], [0.90987, 1.54908, 1.15088], [-0.35874, -1.26376, -1.82968], [-1.08239, -1.70648, 2.00272]], "forces_ev_per_a": [[0.13, -0.05, 0.05], [-0.21, -0.23, 0.25], [-0.93, -0.46, 1.07], [0.19, 0.13, -0.19], [0.21, 0.04, -0.33], [0.06, -0.04, 0.30], [0.07, -0.16, -0.23], [0.13, -0.06, -0.27], [0.16, 0.12, 0.04], [0.19, 0.70, -0.68]], "lowdin_charge": [-0.06, -0.24, 0.12, -0.10, -0.25, 0.08, -0.03, 0.13, 0.14, 0.21]}



Record 7
{"formula": "C5H3NO", "method": "wB97M-V/def2-TZVPD", "e_tot_ev": -8765.109, "multiplicity": 1, "lumo_energy_ev": -0.68, "e_homo_ev": -9.757, "relative_energy_kj_mol": 472.6, "symbols": ["C", "O", "N", "C", "C", "H", "C", "H", "C", "H"], "xyz": [[1.35378, 1.51619, -0.30346], [1.28906, -1.41128, 1.21815], [0.37579, -0.46717, -0.65119], [-0.80153, -0.26144, -0.68433], [1.58400, 0.95271, 0.87374], [2.24537, 1.10519, 1.70700], [1.05613, -0.41376, 0.61015], [-2.36771, -1.28639, -1.01212], [-2.04921, -0.28601, -0.88494], [-2.68568, 0.55197, -0.87300]], "forces_ev_per_a": [[0.70, 0.91, 1.06], [0.06, 0.00, 0.52], [2.47, 0.45, 0.65], [-0.21, -0.17, -0.41], [-0.43, -0.46, -1.61], [-0.08, 0.39, 0.11], [0.44, -1.07, -0.07], [-0.91, -0.80, -0.07], [-1.41, 0.05, -0.03], [-0.63, 0.69, -0.14]], "lowdin_charge": [0.25, 0.13, 0.14, -0.19, -0.11, 0.11, -0.52, 0.07, 0.06, 0.06]}



Record 8
{"formula": "C5H3NO2", "method": "wB97M-V/def2-TZVPD", "e_tot_ev": -10813.205, "multiplicity": 1, "lumo_energy_ev": -0.12, "e_homo_ev": -8.666, "relative_energy_kj_mol": 406.1, "symbols": ["O", "C", "N", "O", "C", "H", "C", "C", "H", "H", "C"], "xyz": [[-1.92873, 0.33453, 0.06392], [1.55408, -0.46061, -0.15285], [-0.64809, -1.60340, -0.32234], [-0.66131, 1.99269, -0.28774], [-0.61693, 0.65844, -0.10152], [0.31866, 2.50189, 0.30327], [0.20182, -0.39138, -0.14847], [-1.85668, -1.04763, -0.05390], [3.73928, -0.20647, 0.37150], [-2.79847, -1.72142, 0.36226], [2.69636, -0.05664, -0.03413]], "forces_ev_per_a": [[0.87, -3.62, -0.34], [2.97, 1.67, 0.04], [-2.75, 3.96, 2.44], [6.16, 2.52, 3.13], [-1.94, 2.77, 0.31], [-4.45, -2.46, -2.91], [-3.14, -2.57, -1.64], [-0.19, -3.46, 0.71], [-1.70, 0.75, -0.97], [2.47, 2.20, -1.75], [1.69, -1.76, 0.98]], "lowdin_charge": [0.08, -0.10, 0.14, 0.03, -0.39, 0.31, -0.27, -0.16, 0.06, 0.18, 0.11]}